C4H7NO2 | ωB97M-V/def2-TZVPD

Atoms and positions in Å:
C  -0.9071  -1.0745  0.6428
C  -0.4536  0.0149  -0.3354
C  -1.1908  1.3318  -0.1370
O  -2.1696  1.4674  0.5497
C  0.9908  0.1598  0.1423
O  1.2302  0.3387  1.3285
N  1.9919  -0.0626  -0.7279
H  -0.2102  -0.8360  1.5069
H  -1.9211  -0.9149  0.9952
H  -0.8458  -2.0647  0.1626
H  -0.5124  -0.2166  -1.4151
H  -0.7659  2.1960  -0.6921
H  1.8708  -0.1356  -1.7207
H  2.8925  -0.2036  -0.2998

The value obtained for the orbital gap is 10.729 eV. The electronic energy comes out at -361.8401 Eh. Its multiplicity is 1. The structure (SMILES) is C[C@@H](C=O)C(N)=O. The value obtained for the max |F| is 2.13 eV/A. The charge is 0. The value obtained for the LUMO energy is 0.023 Eh.

Löwdin atomic charge list, values in e, 4 entries: -0.04, -0.24, -0.22, 0.08


CH6NO2 | ωB97M-V/def2-TZVPD

Atoms and positions in Å:
O  1.3730  -0.2932  -1.7041
H  0.4609  0.0962  -1.2403
N  -0.6706  0.7443  -0.4789
C  -0.4083  0.4759  0.8581
O  -0.3201  -0.9792  1.2285
H  1.8287  -0.7730  -1.0093
H  -1.5797  0.4341  -0.7527
H  0.5648  0.9019  1.1266
H  -1.1875  0.8090  1.5670
H  -0.0612  -1.4159  0.4049

The value obtained for the orbital gap is 7.530 eV. The electronic energy comes out at -246.9251 Eh. Its multiplicity is 1. The value obtained for the max |F| is 1.13 eV/A. The charge is -1. The value obtained for the LUMO energy is 0.172 Eh.

Löwdin atomic charge list, values in e, 4 entries: -0.25, -0.04, -0.14, -0.48


CH2CuLiO | ωB97M-V/def2-TZVPD

Atoms and positions in Å:
C  0.1147  -0.6149  -0.2575
O  0.7737  0.4455  -0.0005
H  -0.5328  -0.9093  0.6153
Cu  1.4381  -1.8363  -1.1899
Li  -0.1529  1.9523  0.5750
H  -1.6408  0.9627  0.2577

The value obtained for the orbital gap (spin up / spin down) is 5.885 / 4.961 eV. The electronic energy comes out at -1762.3234 Eh. Its multiplicity is 3. The value obtained for the max |F| is 3.90 eV/A. The charge is 0. The value obtained for the LUMO energy (spin up / spin down) is -0.022 / -0.080 Eh.

Löwdin atomic charge list, values in e, 4 entries: -0.32, -0.35, 0.03, 0.34


C83H186N10O13 | ωB97M-V/def2-TZVPD

Atoms and positions in Å:
C  0.1591  -1.1248  2.7399
C  0.2042  -0.7613  1.2514
C  -1.1227  -1.1350  0.5251
C  -1.2056  -0.6723  -0.9199
C  -1.2229  0.8242  -0.8026
C  0.0830  1.3251  -0.1789
N  0.2947  0.6681  1.0948
O  1.5126  1.1612  1.6303
C  1.1732  1.1045  -1.2333
C  -0.0707  2.8319  0.0214
C  1.3714  -1.5816  0.6994
H  1.0336  -0.7489  3.2287
H  0.1387  -2.1861  2.8900
H  -0.6831  -0.6737  3.1909
H  -1.3348  -2.2197  0.5932
H  -1.9795  -0.6104  1.0370
H  -2.1344  -1.0054  -1.3879
H  -0.4039  -0.9798  -1.5740
H  -2.0600  1.1459  -0.1848
H  -1.3807  1.3301  -1.7387
H  2.1304  1.3773  -0.7369
H  1.1813  0.0773  -1.6135
H  1.0238  1.7493  -2.0908
H  -0.9216  3.0565  0.6274
H  0.8496  3.3380  0.4268
H  -0.2040  3.3498  -0.9538
H  1.2725  -1.7599  -0.3966
H  1.4567  -2.5420  1.1558
H  2.3377  -1.0230  0.7888
H  1.2882  1.7590  2.3662
C  4.4821  7.6767  -3.0246
C  3.7804  6.4824  -2.3420
C  3.7675  5.2086  -3.2363
C  3.1810  4.0264  -2.3819
C  4.0420  3.8176  -1.1081
C  4.2321  5.1699  -0.2580
N  4.5939  6.2798  -1.1780
O  4.6826  7.4869  -0.4174
C  2.9575  5.5531  0.5751
C  5.3710  5.0108  0.7877
C  2.2571  6.9093  -2.1537
H  5.5530  7.5167  -3.0841
H  4.3274  8.5515  -2.3944
H  4.1903  7.7850  -4.0492
H  3.0874  5.4103  -4.0938
H  4.7877  4.9532  -3.4399
H  3.1414  3.0867  -2.9525
H  2.1505  4.1711  -2.0759
H  5.0854  3.4533  -1.3302
H  3.6475  3.0704  -0.3926
H  2.1278  5.5718  -0.0833
H  2.8084  4.8666  1.3767
H  2.9850  6.5892  0.9649
H  5.5650  6.0125  1.1297
H  5.0992  4.3210  1.5524
H  6.2734  4.7340  0.3088
H  2.0192  7.6766  -1.3755
H  1.6044  6.0743  -2.0006
H  1.9980  7.4004  -3.1239
H  5.5854  7.7877  -0.5913
C  4.7824  -3.8435  5.2322
C  3.8329  -3.8199  6.4449
C  3.0281  -2.5945  6.6707
C  1.9570  -2.4484  5.5262
C  1.0768  -3.7434  5.4212
C  1.8610  -5.0670  5.3093
N  2.9144  -5.0185  6.3015
O  3.6773  -6.2211  6.0742
C  0.8862  -6.1786  5.7747
C  2.3968  -5.2835  3.8795
C  4.6860  -4.1046  7.7526
H  4.3591  -3.3064  4.4040
H  5.0516  -4.8872  4.9918
H  5.6805  -3.2982  5.6248
H  2.5426  -2.6953  7.6245
H  3.6949  -1.7295  6.7129
H  2.4142  -2.1350  4.5314
H  1.2723  -1.6318  5.7813
H  0.3632  -3.6221  4.6037
H  0.5788  -3.7977  6.3926
H  0.4744  -6.0601  6.7532
H  -0.0292  -6.1876  5.1996
H  1.3733  -7.1171  5.6874
H  1.7404  -5.9755  3.3452
H  2.3819  -4.2967  3.4143
H  3.4306  -5.6315  3.9584
H  5.4666  -4.8323  7.5943
H  4.0831  -4.4568  8.5389
H  5.0782  -3.1321  8.0555
H  3.7745  -6.5977  6.9512
C  5.7736  1.1169  7.7932
C  5.3620  2.5161  7.3105
C  6.5301  3.2413  6.5909
C  6.7273  2.7459  5.0980
C  5.4125  2.9101  4.3513
C  4.2513  2.1322  5.0613
N  4.1408  2.5304  6.4676
O  3.0569  1.8324  7.0509
C  2.9598  2.5320  4.2523
C  4.4736  0.6373  4.8597
C  4.9922  3.2954  8.5746
H  6.1914  0.4522  7.0472
H  4.9825  0.6411  8.3830
H  6.5555  1.3679  8.4972
H  6.3031  4.3354  6.6014
H  7.4677  3.0073  7.1591
H  6.9798  1.6927  5.1760
H  7.5567  3.2583  4.6547
H  5.5279  2.5693  3.2968
H  5.1828  3.9835  4.3429
H  2.8115  3.5673  4.4345
H  3.1494  2.4292  3.2091
H  2.0245  2.0851  4.6319
H  3.7630  0.1140  5.4783
H  4.3202  0.3173  3.8026
H  5.4954  0.2894  5.1360
H  5.8622  3.6686  9.1016
H  4.3970  2.6115  9.1514
H  4.4060  4.1686  8.2946
H  2.4189  2.5391  7.0117
C  4.9110  0.9479  -4.6824
C  4.1552  -0.2732  -4.1487
C  2.6464  -0.1119  -4.4526
C  1.8289  -1.4802  -4.2032
C  2.3882  -2.5891  -5.1167
C  3.9173  -2.7690  -4.9642
N  4.5941  -1.4338  -4.9206
O  5.9370  -1.6963  -4.5654
C  4.1568  -3.6032  -3.6646
C  4.5159  -3.4898  -6.1806
C  4.4157  -0.3501  -2.6086
H  5.9948  0.8073  -4.5498
H  4.6113  1.8308  -4.1813
H  4.7902  1.0922  -5.8073
H  2.1705  0.6751  -3.9785
H  2.5866  0.1171  -5.5307
H  0.7536  -1.2761  -4.4532
H  1.7053  -1.6966  -3.1083
H  2.1365  -2.3114  -6.1852
H  1.9129  -3.5528  -4.9532
H  3.6459  -4.5267  -3.9017
H  5.2339  -3.6957  -3.6326
H  3.7555  -3.1689  -2.7505
H  3.9771  -4.4502  -6.2246
H  4.3375  -2.9026  -7.0812
H  5.5829  -3.6221  -6.0211
H  3.9959  -1.2754  -2.1883
H  3.9506  0.4656  -2.0674
H  5.4691  -0.3117  -2.3881
H  6.3967  -1.1899  -5.2593
C  0.6744  -4.9043  -2.7272
C  -0.8108  -5.0858  -3.1306
C  -1.1515  -4.2636  -4.4129
C  -2.5495  -4.5155  -5.0283
C  -2.6243  -5.9787  -5.3303
C  -2.3456  -6.8804  -4.1388
N  -1.0076  -6.5007  -3.5361
O  -0.7016  -7.3788  -2.4747
C  -3.4712  -6.8113  -3.0958
C  -2.2268  -8.3036  -4.7327
C  -1.7734  -4.5446  -2.0475
H  0.9183  -5.3970  -1.7626
H  0.7952  -3.8485  -2.5265
H  1.2582  -5.4197  -3.4697
H  -1.0027  -3.2262  -4.1118
H  -0.4022  -4.3977  -5.1859
H  -2.7134  -3.9041  -5.9164
H  -3.3307  -4.1282  -4.3552
H  -1.8631  -6.2097  -6.0809
H  -3.6099  -6.2102  -5.7408
H  -4.3090  -7.3853  -3.4462
H  -3.1301  -7.1733  -2.1191
H  -3.8678  -5.7997  -2.9107
H  -1.3787  -8.3134  -5.4416
H  -2.0873  -8.9943  -3.8944
H  -3.1696  -8.5488  -5.2481
H  -1.2410  -3.6354  -1.6772
H  -2.0014  -5.1536  -1.1820
H  -2.7357  -4.1356  -2.3869
H  -0.1718  -8.0904  -2.8830
C  -2.7541  3.5062  -2.9857
C  -1.8809  4.4280  -3.8197
C  -0.4558  3.8191  -4.0451
C  -0.5173  2.5872  -5.0402
C  -1.1618  3.0618  -6.3914
C  -2.5931  3.6115  -6.1601
N  -2.4254  4.7240  -5.1834
O  -3.7606  5.1665  -4.9329
C  -3.0342  4.2554  -7.4839
C  -3.6340  2.5619  -5.7304
C  -1.7858  5.7760  -3.0668
H  -3.8141  3.7910  -2.8923
H  -2.3437  3.4768  -1.9638
H  -2.6283  2.4392  -3.1962
H  0.2705  4.5633  -4.3882
H  0.0159  3.4466  -3.0935
H  -1.0920  1.7830  -4.6444
H  0.5067  2.2259  -5.1641
H  -1.2312  2.1595  -7.0986
H  -0.6124  3.8786  -6.9211
H  -3.1979  3.5109  -8.2487
H  -4.0016  4.7430  -7.3104
H  -2.3842  5.1051  -7.7400
H  -3.2439  1.9715  -4.9232
H  -4.6108  2.9790  -5.4164
H  -3.7973  1.7899  -6.5385
H  -1.2989  6.4982  -3.7426
H  -1.2918  5.5927  -2.1222
H  -2.7697  6.2912  -2.8929
H  -3.7330  6.0492  -5.2937
C  -5.2440  -2.8617  -2.3136
C  -5.6188  -1.3998  -2.7240
C  -7.0467  -1.4069  -3.2867
C  -7.6965  0.0572  -3.2573
C  -7.7311  0.6132  -1.8124
C  -6.2958  0.6472  -1.2314
N  -5.6584  -0.7017  -1.3488
O  -4.3346  -0.5381  -0.8845
C  -5.4973  1.7620  -1.8900
C  -6.4107  0.9599  0.2922
C  -4.6169  -0.8186  -3.6954
H  -5.9736  -3.1123  -1.5501
H  -4.1976  -2.9255  -1.9816
H  -5.4358  -3.5366  -3.1313
H  -7.1040  -1.7698  -4.2817
H  -7.6260  -2.0609  -2.6537
H  -8.6936  -0.0273  -3.6698
H  -7.1527  0.7738  -3.8507
H  -8.3760  0.0530  -1.0664
H  -8.0928  1.6616  -1.8265
H  -5.9563  2.7613  -1.7809
H  -4.5350  1.8589  -1.3733
H  -5.2412  1.5406  -2.9355
H  -5.4572  1.2972  0.6600
H  -7.2338  1.6634  0.5281
H  -6.7153  0.0473  0.7630
H  -4.1900  -1.6137  -4.3375
H  -3.7352  -0.3967  -3.2501
H  -5.1035  -0.1538  -4.3767
H  -4.4110  -0.9924  -0.0150
C  0.0032  -5.2858  1.0343
C  -1.0041  -5.8319  2.0120
C  -2.4507  -5.7046  1.4665
O  -2.7350  -4.3202  1.3831
C  -3.9558  -3.9924  0.8088
N  -0.7827  -7.2278  2.4477
H  0.9483  -5.0247  1.4827
H  -0.4022  -4.3831  0.5939
H  0.1648  -6.0238  0.2343
H  -0.9952  -5.2115  2.9409
H  -3.1168  -6.2643  2.0955
H  -2.5723  -6.1340  0.4451
H  -4.0437  -4.5605  -0.1531
H  -3.8188  -2.9044  0.7018
H  -4.7992  -4.1976  1.4283
H  -0.0904  -7.2529  3.1693
H  -0.4842  -7.7696  1.6514
C  -7.0037  4.7868  3.1474
C  -5.5626  4.3849  2.9129
C  -4.7764  5.3625  2.1220
O  -3.6153  4.8060  1.5406
C  -3.9273  4.3119  0.2604
N  -5.0253  4.0830  4.2457
H  -7.0415  5.8701  3.4568
H  -7.4494  4.3256  4.0288
H  -7.5930  4.6598  2.2325
H  -5.6451  3.4853  2.2362
H  -4.4609  6.2014  2.7275
H  -5.3389  5.8972  1.3559
H  -3.2255  3.5043  0.0405
H  -3.8637  5.1633  -0.4142
H  -4.9332  3.8734  0.1446
H  -4.2596  3.4099  4.1842
H  -5.7388  3.6063  4.8023
C  0.0338  4.1237  4.4659
O  0.0529  3.0063  3.6432
H  0.6760  3.9631  5.2906
H  0.4294  4.9848  3.8997
H  -0.9462  4.3725  4.8532
H  -0.7336  2.8947  3.0643
C  -4.7038  -3.6438  4.2161
O  -5.4080  -2.8276  3.2528
H  -3.9399  -4.1716  3.6744
H  -4.1076  -3.0662  4.9940
H  -5.4073  -4.3409  4.5825
H  -6.1330  -2.5133  3.7839
C  -3.3870  0.9404  2.7448
O  -2.6729  2.1253  2.2521
H  -3.8104  0.4329  1.8931
H  -2.6826  0.2366  3.2056
H  -4.2408  1.2171  3.4047
H  -3.3001  2.8280  2.0514

The value obtained for the orbital gap is 8.467 eV. The electronic energy comes out at -4799.2310 Eh. Its multiplicity is 1. The value obtained for the max |F| is 3.58 eV/A. The charge is 0. The value obtained for the LUMO energy is 0.014 Eh.

Löwdin atomic charge list, values in e, 4 entries: 0.00, -0.48, -0.10, -0.18


Sequential ΔE to the lowest compared entry with this formula, charge and spin output: 106.9 63.5 23.9 0.0 kJ/mol